# 1
ORCA calculation (wB97M-V/def2-TZVPD) on 14 unconnected molecules or ions with the total composition C17H62N4O14.

```
! wB97M-V def2-TZVPD RIJCOSX def2/J DEFGRID3
* xyz 0 1
C 11.08 -3.38 -17.89
C 10.32 -3.96 -19.01
O 8.93 -4.24 -18.68
H 12.08 -3.23 -18.23
H 11.14 -3.96 -16.92
H 10.82 -2.37 -17.61
H 10.85 -4.88 -19.30
H 10.48 -3.37 -19.92
H 8.39 -3.51 -19.05
C 8.11 -1.68 -16.33
C 6.94 -1.13 -17.13
O 5.71 -1.52 -16.51
H 9.11 -1.38 -16.69
H 8.20 -2.74 -16.55
H 8.02 -1.50 -15.29
H 7.12 -1.34 -18.19
H 6.96 -0.08 -17.07
H 5.54 -0.91 -15.77
C 10.62 0.25 -18.39
C 9.79 -0.29 -19.58
O 8.58 0.50 -19.58
H 11.37 -0.35 -17.97
H 9.99 0.46 -17.51
H 11.13 1.15 -18.66
H 9.52 -1.29 -19.44
H 10.29 -0.14 -20.52
H 7.97 0.11 -20.24
C 7.44 -1.98 -21.28
O 8.58 -2.54 -21.90
N 7.13 -0.71 -21.45
N 6.71 -2.64 -20.44
H 7.81 -0.40 -22.15
H 6.20 -0.33 -21.18
H 6.84 -3.68 -20.43
H 5.91 -2.38 -19.96
C 4.97 1.46 -24.66
O 4.92 0.66 -23.51
N 5.72 2.51 -24.80
N 4.18 1.21 -25.69
H 6.31 2.77 -23.95
H 5.70 3.13 -25.65
H 3.80 0.28 -25.59
H 4.31 1.65 -26.63
C 7.42 -5.75 -21.58
O 6.38 -5.48 -20.66
H 7.64 -4.89 -22.21
H 7.05 -6.40 -22.33
H 8.39 -6.16 -21.20
H 6.08 -6.34 -20.35
C 6.16 -2.59 -24.24
O 4.87 -3.06 -24.78
H 6.49 -3.05 -23.35
H 6.01 -1.56 -24.03
H 6.87 -2.73 -25.03
H 4.85 -4.04 -24.88
C 10.79 -5.35 -22.45
O 11.18 -6.47 -21.68
H 11.61 -4.81 -22.86
H 10.19 -4.66 -21.93
H 10.17 -5.79 -23.24
H 10.45 -6.83 -21.21
C 8.29 0.44 -23.94
O 9.44 0.40 -23.08
H 7.43 0.86 -23.45
H 8.02 -0.57 -24.30
H 8.60 0.99 -24.83
H 10.18 0.55 -23.60
C 3.18 -2.78 -18.24
O 4.56 -2.68 -18.67
H 2.68 -1.85 -17.93
H 3.12 -3.48 -17.40
H 2.61 -3.13 -19.10
H 4.88 -2.08 -18.01
C 11.11 -2.37 -24.03
O 11.24 -2.32 -22.67
H 10.16 -2.04 -24.29
H 11.13 -3.46 -24.38
H 11.89 -1.85 -24.48
H 10.40 -2.42 -22.27
C 3.58 -1.81 -22.16
O 3.14 -0.51 -21.99
H 4.68 -1.90 -22.09
H 3.28 -2.37 -23.10
H 3.18 -2.36 -21.31
H 3.64 0.05 -22.60
C 4.59 1.00 -19.10
O 4.96 0.55 -20.37
H 5.45 0.85 -18.42
H 3.74 0.43 -18.77
H 4.43 2.06 -19.20
H 4.18 0.06 -20.72
C 6.78 3.02 -21.32
O 7.40 3.39 -22.53
H 5.77 2.87 -21.73
H 6.62 3.90 -20.69
H 7.19 2.12 -20.91
H 8.37 3.25 -22.48
*
```

For the HOMO energy, the calculation gives -9.17 eV. The calculation puts the frontier orbital gap at 9.3729 eV. The energy above the lowest of the compared OMol25 structures with the same formula, charge and spin comes out at 12.7 kcal/mol.

Here are the Löwdin charges for atoms 1 to 4, given in e: number 1, C, carries -0.10; number 2, C, carries -0.30; number 3, O, carries -0.08; number 4, H, carries 0.07

---

# 2
ORCA calculation (wB97M-V/def2-TZVPD) on a molecular structure, C8H16Cl8F6MgN3O12S6.

```
! wB97M-V def2-TZVPD RIJCOSX def2/J DEFGRID3
* xyz -1 1
Mg 2.56 5.27 -0.81
N 1.56 2.49 1.93
S 1.25 2.27 3.45
O 2.34 1.70 4.28
O -0.11 2.12 3.89
F 1.49 3.84 3.86
S 1.07 0.86 1.58
O -0.28 0.72 1.11
O 1.76 -0.28 2.13
F 1.84 0.91 0.15
N 1.38 4.45 -4.66
S 2.15 4.21 -6.24
O 1.95 5.36 -7.15
O 2.01 2.89 -6.80
F 3.67 4.41 -5.76
S -0.03 4.54 -5.19
O -0.65 3.37 -5.81
O -0.16 5.85 -5.87
F -0.75 4.70 -3.76
N 2.04 9.28 -0.97
S 2.60 10.48 -2.02
O 3.09 11.73 -1.51
O 2.07 10.34 -3.39
F 4.10 9.81 -2.19
S 1.01 10.26 -0.34
O -0.06 10.74 -1.25
O 1.51 11.10 0.77
F 0.05 9.21 0.51
Cl 1.09 -4.01 -5.59
C -0.17 -3.58 -6.70
C -0.81 -4.78 -7.23
Cl -2.04 -4.12 -8.37
H 0.31 -2.95 -7.45
H -0.89 -3.01 -6.12
H -1.32 -5.41 -6.50
H -0.16 -5.43 -7.81
Cl -0.03 -4.57 7.75
C 0.27 -3.44 9.16
C 0.10 -4.21 10.47
Cl 1.46 -5.47 10.59
H -0.42 -2.61 9.02
H 1.28 -3.03 9.06
H -0.90 -4.64 10.51
H 0.14 -3.57 11.35
Cl 3.86 -8.84 0.29
C 2.36 -8.04 0.72
C 1.39 -8.47 -0.38
Cl -0.15 -7.68 -0.14
H 2.67 -7.00 0.65
H 2.01 -8.34 1.70
H 1.26 -9.52 -0.14
H 1.66 -8.27 -1.42
Cl -8.12 -3.38 0.95
C -6.52 -3.17 1.46
C -6.39 -2.18 2.63
Cl -7.31 -2.76 4.12
H -6.02 -2.75 0.59
H -5.98 -4.10 1.63
H -6.70 -1.17 2.35
H -5.34 -2.07 2.91
*
```

For the HOMO energy, the calculation gives -8.41 eV. The calculation puts the frontier orbital gap at 2.7206 eV. The energy above the lowest of the compared OMol25 structures with the same formula, charge and spin comes out at 303.3 kcal/mol.

Here are the natural (NBO) charges for atoms 1 to 4, given in e: number 1, Mg, carries 1.46; number 2, N, carries -1.07; number 3, S, carries 2.35; number 4, O, carries -0.88

---

# 3
ORCA calculation (wB97M-V/def2-TZVPD) on a molecular structure, C31H41F4N6PtSi4.

```
! wB97M-V def2-TZVPD RIJCOSX def2/J DEFGRID3
* xyz -1 3
Pt -0.20 -0.81 0.14
C 2.60 -0.32 4.43
Si 2.26 0.62 2.84
C 2.76 2.41 3.13
C 3.37 -0.11 1.51
N 0.64 0.44 2.28
C -0.45 1.02 2.72
C -0.48 1.84 3.91
C -1.60 2.44 4.38
C -2.82 2.28 3.68
C -2.87 1.52 2.55
C -1.73 0.86 2.00
N -1.83 0.11 0.89
Si -3.25 0.09 -0.17
C -4.68 -0.77 0.69
C -3.72 1.83 -0.68
C -2.94 -0.87 -1.75
H 3.60 -0.05 4.81
H 2.58 -1.40 4.28
H 1.88 -0.07 5.21
H 3.82 2.55 2.88
H 2.63 2.70 4.17
H 2.18 3.11 2.53
H 3.30 -1.20 1.49
H 4.41 0.16 1.68
H 3.09 0.25 0.52
H 0.46 1.96 4.45
H -1.57 3.05 5.27
H -3.72 2.75 4.05
H -3.82 1.39 2.06
H -4.98 -0.30 1.63
H -4.39 -1.80 0.92
H -5.56 -0.81 0.04
H -4.29 2.39 0.06
H -4.31 1.79 -1.60
H -2.81 2.40 -0.90
H -3.57 -1.77 -1.79
H -1.90 -1.18 -1.84
H -3.19 -0.26 -2.62
F 3.16 1.38 -1.81
C 3.79 2.39 -1.20
C 5.14 2.47 -1.32
F 5.75 1.52 -2.03
C 5.91 3.51 -0.75
C 5.14 4.47 -0.04
C 3.78 4.39 0.09
F 3.17 5.33 0.81
C 3.02 3.34 -0.47
C 1.61 3.23 -0.31
C 0.92 2.04 -0.57
N 0.31 1.08 -0.81
C 0.80 4.27 0.22
N 0.09 5.09 0.62
F 5.75 5.49 0.55
C 7.31 3.59 -0.88
C 8.09 2.67 -1.63
N 8.77 1.97 -2.25
C 8.10 4.61 -0.27
N 8.80 5.39 0.21
C -2.10 -4.79 2.50
Si -1.20 -3.12 2.55
C -2.31 -1.93 3.48
C 0.30 -3.32 3.66
C -0.80 -2.70 0.78
Si 0.54 -3.61 -0.13
C 1.91 -4.38 0.89
C 1.37 -2.23 -1.13
C -0.13 -4.91 -1.30
H -2.35 -5.13 3.51
H -1.48 -5.56 2.03
H -3.03 -4.71 1.93
H -2.62 -2.40 4.41
H -3.20 -1.65 2.92
H -1.77 -1.02 3.73
H -0.04 -3.48 4.69
H 0.90 -2.42 3.64
H 0.94 -4.16 3.39
H -1.73 -2.90 0.23
H 2.31 -3.68 1.62
H 2.72 -4.68 0.22
H 1.57 -5.28 1.42
H 2.44 -2.36 -1.26
H 1.41 -1.25 -0.54
H 0.91 -2.05 -2.11
H -0.69 -5.67 -0.74
H 0.67 -5.42 -1.84
H -0.81 -4.47 -2.03
*
```

For the HOMO energy (alpha / beta), the calculation gives -4.52 / -5.16 eV. The calculation puts the frontier orbital gap (alpha / beta) at 6.6828 / 4.9308 eV. The energy above the lowest of the compared OMol25 structures with the same formula, charge and spin comes out at 0.0 kcal/mol.

Here are the Löwdin charges for atoms 1 to 4, given in e: number 1, Pt, carries 0.89; number 2, C, carries -0.17; number 3, Si, carries 0.39; number 4, C, carries -0.16

---

# 4
ORCA calculation (wB97M-V/def2-TZVPD) on 3 unconnected molecules or ions with the total composition H6O3.

```
! wB97M-V def2-TZVPD RIJCOSX def2/J DEFGRID3
* xyz 0 1
O -0.42 -1.76 -0.72
H -0.91 -2.27 -1.39
H -0.77 -0.88 -0.46
O 1.74 1.16 0.46
H 1.74 1.30 -0.52
H 1.78 0.23 0.53
O -1.07 0.57 0.37
H -0.35 1.13 0.70
H -1.73 0.52 1.03
*
```

For the HOMO energy, the calculation gives -10.71 eV. The calculation puts the frontier orbital gap at 11.5132 eV. Its structure (SMILES) is O.O.O. The energy above the lowest of the compared OMol25 structures with the same formula, charge and spin comes out at 8.8 kcal/mol.

Here are the natural (NBO) charges for atoms 1 to 4, given in e: number 1, O, carries -1.01; number 2, H, carries 0.47; number 3, H, carries 0.50; number 4, O, carries -0.95

---

# 5
ORCA calculation (wB97M-V/def2-TZVPD) on a single C9H11N3 molecule.

```
! wB97M-V def2-TZVPD RIJCOSX def2/J DEFGRID3
* xyz 0 3
C -1.40 1.22 1.35
C 1.68 1.58 -0.91
C 2.02 1.16 0.35
C -2.24 1.68 0.28
C -0.23 0.57 0.95
C -0.57 1.05 -1.05
C -0.33 -0.40 -0.40
C 1.00 -1.09 -0.73
C -1.45 -1.45 -0.43
N 0.45 1.81 -1.35
N -1.77 1.50 -0.95
N 1.08 0.75 1.31
H -1.44 1.66 2.29
H 2.49 2.00 -1.50
H 3.09 1.14 0.73
H -3.22 2.03 0.38
H 1.58 -1.12 0.14
H 1.47 -0.56 -1.50
H 0.77 -2.20 -1.00
H -1.36 -2.42 0.24
H -1.40 -1.98 -1.42
H -2.40 -1.00 -0.38
H 1.23 1.31 2.14
*
```

For the HOMO energy (alpha / beta), the calculation gives -5.73 / -8.14 eV. The calculation puts the frontier orbital gap (alpha / beta) at 6.5408 / 6.3915 eV. The energy above the lowest of the compared OMol25 structures with the same formula, charge and spin comes out at 0.0 kcal/mol.

Here are the natural (NBO) charges for atoms 1 to 4, given in e: number 1, C, carries -0.18; number 2, C, carries -0.04; number 3, C, carries -0.10; number 4, C, carries -0.04

---

Calculated values (eV/Å) of F_max for the records, taken in order: 6.46; 8.84; 0.50; 2.44; 4.46.